1.
67
Properties=species:S:1:pos:R:3:forces:R:3:nbo_charge:R:1 method="wB97M-V/def2-TZVPD" mol_weight_da=460.6 de_lowest_kj_mol=30.9 e_tot_ev=-38624.4171 homo_lumo_gap_ev=6.8 homo_energy_ev=-7.6525 lumo_energy_ev=-0.83
C 0.750168 -0.013108 2.951684 -0.3 -1.5 0.3 0.0101
C 0.279808 -1.300886 3.097130 1.0 1.3 -0.2 -0.3023
C -0.678464 -1.678494 4.072884 -2.1 -0.3 2.2 0.2949
N -1.456966 -1.972718 4.895196 1.7 0.6 -1.7 -0.2916
C 0.864999 -2.420169 2.416886 1.0 -2.3 -1.9 0.2744
N 1.294447 -3.349325 1.840393 -1.0 2.3 1.6 -0.2816
C 1.855257 0.314636 2.062764 0.9 0.5 -0.9 -0.1412
C 2.029804 -0.269719 0.786719 -0.1 0.1 0.3 -0.1001
C 3.192152 -0.043404 0.048311 0.1 0.1 0.2 -0.2278
C 4.192213 0.800631 0.544247 -0.4 -0.1 0.3 -0.1826
C 3.992900 1.455168 1.765957 0.1 0.0 -0.1 -0.2219
C 2.836771 1.233076 2.503053 -0.5 -0.4 0.1 -0.1629
H 0.396579 0.770995 3.628786 -0.1 -0.4 -0.3 0.2363
H 1.230328 -0.891993 0.380144 0.3 0.1 0.1 0.2218
H 3.337940 -0.542495 -0.912202 -0.2 0.2 0.3 0.2213
H 5.122957 0.941419 -0.007763 -0.3 0.0 0.1 0.2189
H 4.751502 2.134919 2.154120 -0.2 -0.2 -0.1 0.2198
H 2.674914 1.730142 3.462563 0.2 -0.1 -0.3 0.2125
C 3.221477 4.299096 -2.093286 0.3 0.3 -0.1 -0.6264
C 2.017077 3.459967 -1.812775 -0.3 -0.3 0.0 -0.0096
C 1.726162 2.364652 -2.623854 -0.1 0.2 0.2 -0.2137
C 0.608062 1.563750 -2.404742 -0.1 0.3 0.7 -0.0301
C 0.433974 0.387296 -3.314091 0.2 -0.5 -0.4 -0.6386
C -0.248436 1.886474 -1.330908 0.3 0.2 0.0 0.2032
N -1.406961 1.105241 -1.096487 -1.4 -0.3 0.0 -0.4810
C -1.834567 0.609272 0.091018 1.9 -1.0 -0.6 0.2320
N -2.858803 -0.227645 -0.159622 0.3 1.4 -0.8 -0.4784
C -3.374051 -1.156970 0.758449 0.2 -0.7 0.7 0.1991
C -3.423416 -0.815563 2.121902 -0.6 -0.4 -0.3 -0.0169
C -2.853252 0.469812 2.604160 0.4 0.4 0.9 -0.6722
C -3.966334 -1.725375 3.031839 0.5 -0.2 -0.3 -0.1938
C -4.251566 -3.040557 2.652670 -0.3 0.5 -0.3 -0.0163
C -4.622013 -4.079690 3.668358 -0.2 -0.2 0.1 -0.6281
C -4.151942 -3.369423 1.300647 0.2 0.0 0.6 -0.2083
C -3.681740 -2.468209 0.350187 -0.2 0.3 0.3 -0.0498
C -3.446451 -3.001997 -1.027899 -0.1 -0.7 -0.4 -0.6356
C -3.377740 -0.054537 -1.526381 -0.7 -0.7 -0.1 -0.2499
C -2.431097 0.923584 -2.148498 0.3 0.9 -0.6 -0.2428
C 0.020491 2.989440 -0.502279 0.1 -0.1 -0.6 -0.0100
C -0.920229 3.380472 0.587992 -0.1 0.4 0.6 -0.6362
C 1.151946 3.759519 -0.758928 0.1 -0.3 -0.2 -0.2133
H 3.253978 5.166665 -1.428640 0.0 -0.1 -0.1 0.2143
H 4.155619 3.735898 -1.962096 -0.2 0.1 0.0 0.2178
H 3.203122 4.657305 -3.130579 0.1 0.0 0.2 0.2185
H 2.384294 2.117211 -3.457908 -0.1 0.1 0.2 0.2034
H -0.418340 -0.256501 -3.097351 0.3 0.1 0.1 0.2139
H 0.350135 0.748021 -4.349780 -0.1 -0.2 0.2 0.2234
H 1.324161 -0.255251 -3.268527 -0.1 0.2 0.0 0.2246
H -2.825192 0.446710 3.697629 -0.2 0.1 0.0 0.2105
H -1.817613 0.591082 2.226406 -0.9 0.0 0.3 0.2625
H -3.440048 1.340938 2.287509 0.2 0.0 -0.1 0.2187
H -4.079730 -1.411088 4.069364 0.2 -0.2 -0.2 0.2166
H -4.719249 -5.056503 3.180393 0.0 0.1 0.2 0.2099
H -3.865625 -4.161005 4.461574 -0.2 0.1 -0.2 0.2296
H -5.580699 -3.842622 4.145259 0.1 -0.1 0.0 0.2167
H -4.393859 -4.389717 0.993217 0.2 0.3 0.0 0.2015
H -3.473148 -4.098276 -0.983535 0.0 0.2 0.0 0.2232
H -4.245079 -2.713033 -1.722063 0.3 0.0 0.0 0.2129
H -2.461291 -2.739182 -1.436184 -0.3 0.1 0.1 0.2156
H -3.372761 -0.996753 -2.058924 -0.2 0.1 -0.1 0.2112
H -4.396442 0.346994 -1.520516 0.0 -0.2 0.2 0.2026
H -2.952939 1.874755 -2.352404 0.4 -0.2 0.0 0.1939
H -1.994101 0.568005 -3.083896 -0.3 0.2 0.2 0.2046
H -0.577908 4.313198 1.048790 -0.1 -0.1 -0.1 0.2094
H -1.935017 3.562236 0.204572 0.2 -0.2 0.1 0.2192
H -0.970616 2.620932 1.377602 -0.1 0.1 -0.3 0.2394
H 1.346310 4.623235 -0.127006 0.0 -0.1 -0.1 0.2048

***

2.
72
Properties=species:S:1:pos:R:3:forces:R:3:mulliken_charge:R:1 method="wB97M-V/def2-TZVPD" mol_weight_da=715.7 de_lowest_kj_mol=80.8 e_tot_ev=-48910.0653 homo_lumo_gap_ev=6.8 homo_energy_ev=-19.8988 charge=+4 lumo_energy_ev=-13.06
Pt 0.366049 -0.334887 -0.392976 0.2 -0.9 -1.1 1.7945
C 0.893255 -1.972335 -2.816358 0.0 -0.2 -0.1 -0.9090
C 1.754752 -0.972814 -3.536426 0.1 0.1 0.0 -0.9642
C 1.357682 0.453323 -3.347884 0.0 0.0 0.3 0.5563
C 1.489690 1.361343 -4.385260 0.1 0.1 0.0 -1.0480
C 1.327192 2.714215 -4.150872 0.0 0.0 0.0 -0.6563
C 1.094788 3.136668 -2.846137 0.1 0.0 0.0 -0.9996
C 0.949517 2.193669 -1.860165 0.3 -0.2 0.0 -0.0968
N 1.019869 0.855338 -2.101385 -0.7 0.1 -0.5 0.3327
N 1.154200 -2.071680 -1.335254 0.1 0.2 0.5 -0.7309
C 0.316757 -3.179718 -0.801139 0.1 -0.3 0.0 -1.7129
C -1.116442 -2.819683 -0.947594 -0.1 0.1 0.2 1.2813
C -2.097879 -3.736628 -1.246475 0.0 -0.1 0.0 -0.9988
C -3.429577 -3.340261 -1.226230 0.0 0.0 0.0 -0.5687
C -3.726697 -2.029700 -0.893198 0.0 0.0 0.1 -1.0271
C -2.699198 -1.147273 -0.625604 0.2 -0.2 -0.1 0.1610
N -1.403570 -1.524108 -0.666325 -0.6 0.5 -0.2 0.2088
C 2.595706 -2.301643 -1.025268 0.1 -0.2 0.0 -1.7842
C 3.211718 -1.075778 -0.435133 -0.1 0.0 0.0 0.9428
C 4.575599 -0.939396 -0.261618 0.1 0.0 0.0 -1.1431
C 5.076441 0.183276 0.380197 0.0 0.0 0.0 -0.4754
C 4.191686 1.158050 0.833164 0.1 0.0 0.0 -1.0637
C 2.846238 0.980811 0.622756 0.0 -0.2 -0.1 -0.0481
N 2.363902 -0.124860 0.002985 0.2 1.5 0.4 0.1774
H 1.068763 -2.962707 -3.244460 0.1 -0.1 0.2 0.5019
H -0.164295 -1.750120 -2.947680 0.0 0.0 0.0 0.5037
H 1.772632 -1.226068 -4.595687 -0.1 0.0 0.0 0.6864
H 2.796531 -1.046218 -3.209337 0.0 -0.1 -0.1 0.3106
H 1.758640 1.000127 -5.369833 0.0 0.0 0.0 0.5592
H 1.410555 3.429156 -4.960152 0.0 0.0 0.0 0.4838
H 1.028397 4.186804 -2.594093 0.0 0.0 0.0 0.5495
H 0.787349 2.500768 -0.839400 -0.1 0.0 0.0 0.4023
H 0.555162 -3.316275 0.256162 0.0 0.0 0.0 0.5138
H 0.555204 -4.112956 -1.315385 0.0 0.0 0.0 0.6679
H -1.826535 -4.758974 -1.478048 0.0 0.0 0.0 0.5698
H -4.216933 -4.045988 -1.459304 0.0 0.0 0.0 0.4941
H -4.749110 -1.680779 -0.839816 0.0 0.0 0.0 0.5176
H -2.925361 -0.126717 -0.377885 0.0 0.1 0.0 0.2950
H 3.131500 -2.615769 -1.920414 0.0 0.0 0.0 0.7691
H 2.683530 -3.131523 -0.320977 -0.1 0.0 0.0 0.7066
H 5.239629 -1.716984 -0.620178 0.0 0.0 0.0 0.6105
H 6.143315 0.297402 0.526921 0.0 0.0 0.0 0.5023
H 4.542642 2.047474 1.339305 0.0 0.0 0.0 0.5276
H 2.124163 1.718344 0.943100 0.0 0.0 0.0 0.4982
O -1.346605 0.319468 6.200806 0.1 -0.1 0.0 -0.4930
C -0.316767 -0.575522 5.887716 0.0 0.0 0.1 -0.4914
C -0.121716 -0.544934 4.406681 0.0 0.0 0.0 -0.2024
C 0.800837 -1.376258 3.765938 0.0 0.0 0.0 -1.2036
C 0.920973 -1.329461 2.400146 -0.3 0.1 -0.1 0.0591
N 0.171568 -0.493298 1.646036 0.1 -1.2 0.3 0.1591
C -0.712232 0.335680 2.250903 0.1 0.0 -0.1 0.3860
C -0.873692 0.325243 3.617937 0.0 0.0 0.1 -0.6794
C -1.426824 1.217317 1.325729 0.0 0.0 -0.1 0.8735
C -2.442954 2.076160 1.678809 -0.1 0.0 0.1 -0.6746
C -3.084325 2.842479 0.703779 0.1 0.0 0.0 -0.1145
C -4.202350 3.773250 1.048309 -0.1 0.1 0.0 -0.6220
O -4.509886 4.502947 -0.102778 0.0 0.0 0.1 -0.5045
C -2.664357 2.698084 -0.621960 -0.1 0.0 0.0 -0.9900
C -1.658546 1.814364 -0.925623 0.0 -0.1 0.2 -0.4658
N -1.029923 1.095301 0.033277 0.3 0.9 0.4 0.9686
H -1.512306 0.326916 7.151767 0.0 0.0 0.0 0.3472
H -0.539503 -1.607633 6.186410 -0.1 0.0 0.0 0.3957
H 0.634719 -0.319589 6.371563 0.0 0.1 0.0 0.3902
H 1.422540 -2.064488 4.326251 0.0 0.0 0.0 0.5475
H 1.619010 -1.971948 1.882551 0.0 0.0 0.0 0.4111
H -1.575321 0.984542 4.110891 0.0 0.0 0.0 0.7443
H -2.753057 2.149659 2.714175 0.0 0.0 0.0 0.6788
H -3.900009 4.400364 1.895726 0.1 0.1 0.0 0.4180
H -5.046128 3.165738 1.405313 0.0 0.0 0.0 0.3443
H -5.187170 5.166405 0.080099 0.0 0.0 0.0 0.3611
H -3.138090 3.277745 -1.403332 0.0 0.0 0.0 0.5536
H -1.355363 1.656533 -1.947772 0.0 0.0 0.0 0.9054

***

3.
73
Properties=species:S:1:pos:R:3:forces:R:3:mulliken_charge:R:1 method="wB97M-V/def2-TZVPD" mol_weight_da=690.8 de_lowest_kj_mol=5.6 e_tot_ev=-112320.6205 homo_lumo_gap_ev=7.3 homo_energy_ev=-12.8600 charge=+2 lumo_energy_ev=-5.53
Zr -0.343681 -0.534053 -0.212482 -0.2 0.1 -0.1 -0.2227
C 0.741485 -1.651556 2.840578 0.0 -0.2 0.0 -1.3036
C 1.062801 -2.768946 1.854889 0.1 0.0 0.1 -0.6865
C 2.126867 -2.368657 0.873734 -0.1 0.0 0.0 0.6659
C 3.228821 -3.163444 0.607191 0.1 0.1 0.0 -1.0660
C 4.188484 -2.716427 -0.288715 0.0 0.0 0.0 -0.4712
C 4.040704 -1.466139 -0.873774 0.0 0.0 0.1 -0.8541
C 2.913963 -0.735013 -0.560040 0.0 0.1 -0.1 -0.7225
N 1.959076 -1.177782 0.266543 -0.2 -0.1 -0.3 1.0535
N 0.119003 -0.421718 2.232665 0.0 0.1 0.1 1.0219
C 1.019048 0.732057 2.485620 0.1 0.1 0.0 -1.2844
C 0.787558 1.928557 1.599899 0.1 0.0 0.1 0.4280
C 0.855423 3.215843 2.110030 0.0 0.0 0.0 -1.1507
C 0.821140 4.289383 1.233740 0.0 0.0 0.0 -0.5627
C 0.724223 4.044850 -0.127717 0.0 0.0 0.0 -1.1171
C 0.631218 2.734030 -0.556239 0.0 0.1 0.1 -0.3362
N 0.653249 1.694303 0.285506 -0.1 -0.3 0.0 1.0398
C -1.171630 -0.156362 2.906506 -0.1 0.0 0.0 -1.2201
C -2.237934 -1.077601 2.386228 0.1 0.1 0.2 0.3976
C -3.056442 -1.817692 3.217876 -0.1 0.1 -0.1 -0.9440
C -4.085368 -2.551973 2.644789 0.0 0.0 0.0 -0.4848
C -4.255118 -2.511002 1.269826 0.0 0.0 0.0 -1.0273
C -3.360060 -1.787159 0.504430 0.0 0.0 0.0 -0.5316
N -2.355192 -1.090000 1.050509 0.4 -0.1 0.0 1.1267
H 0.073394 -2.045073 3.606921 -0.1 0.0 -0.1 0.4977
H 1.658721 -1.356048 3.351858 0.0 0.0 0.0 0.6321
H 1.402334 -3.631598 2.429506 0.0 0.0 0.0 0.6497
H 0.166417 -3.077517 1.310891 0.0 0.0 0.0 0.0544
H 3.330991 -4.122202 1.095566 0.0 0.0 0.0 0.5365
H 5.048967 -3.330955 -0.516251 0.0 0.0 0.0 0.4398
H 4.780266 -1.068633 -1.553576 0.0 0.0 0.0 0.5085
H 2.748945 0.248738 -0.987396 0.0 0.0 0.0 0.6194
H 0.958403 1.031079 3.536499 0.0 0.0 0.0 0.5074
H 2.042971 0.405306 2.302331 0.0 0.0 0.0 0.6273
H 0.952233 3.374596 3.175540 0.0 0.0 0.0 0.5192
H 0.880603 5.302658 1.607787 0.0 0.0 0.0 0.4591
H 0.715954 4.851254 -0.846786 0.0 0.0 0.0 0.5143
H 0.536095 2.498708 -1.608281 0.0 0.0 0.0 0.5352
H -1.070315 -0.244404 3.991814 0.0 0.0 0.0 0.5845
H -1.463441 0.878263 2.698803 0.0 0.0 0.0 0.4702
H -2.903214 -1.807134 4.288214 0.0 0.0 0.0 0.5359
H -4.747031 -3.144366 3.262143 0.0 0.0 0.0 0.4615
H -5.051571 -3.058414 0.787333 0.0 0.0 0.0 0.4430
H -3.418450 -1.781542 -0.574820 0.0 0.0 0.0 0.5005
O -4.556779 4.246184 -3.656033 0.1 0.0 0.0 -0.5020
C -4.690777 4.098584 -2.265815 -0.1 0.0 0.1 -0.5468
C -3.742196 3.034691 -1.798100 0.1 0.0 -0.1 -0.0072
C -3.665334 2.672411 -0.455416 0.0 0.0 -0.1 -1.4339
C -2.783863 1.685991 -0.081517 0.0 0.0 0.1 -0.2067
N -1.974927 1.046629 -0.940922 -0.1 -0.1 0.0 0.7728
C -2.039438 1.402305 -2.235089 0.1 0.0 0.0 0.2148
C -2.905032 2.383927 -2.691761 0.0 0.0 0.0 -0.8556
C -1.075945 0.733751 -3.136714 0.0 -0.1 0.1 0.8751
C -1.291636 0.649014 -4.500990 0.1 0.1 0.0 -0.8260
C -0.337576 0.042238 -5.304822 -0.1 0.0 0.1 0.3157
C -0.523043 -0.042402 -6.798033 0.1 0.0 -0.1 -0.8017
O -1.785638 0.427464 -7.201435 0.0 0.0 0.0 -0.5236
C 0.802365 -0.462262 -4.687779 0.0 0.0 0.0 -1.2044
C 0.917321 -0.385918 -3.318313 0.0 0.0 0.0 -0.4444
N 0.001443 0.201729 -2.535243 0.0 -0.1 0.2 0.5852
H -5.182650 4.899894 -3.980791 0.0 0.0 0.0 0.3257
H -5.707667 3.801880 -1.981832 0.0 0.0 0.0 0.3797
H -4.463023 5.030517 -1.733843 0.0 0.0 0.0 0.3388
H -4.290463 3.149285 0.287935 0.0 0.0 0.0 0.5208
H -2.728179 1.377570 0.953196 0.0 0.0 0.0 0.1868
H -2.927743 2.665397 -3.733282 0.0 0.0 0.0 0.6511
H -2.191422 1.038276 -4.953599 0.0 0.0 0.0 0.7739
H -0.333430 -1.065932 -7.130754 0.0 0.0 0.0 0.4565
H 0.242139 0.587331 -7.263582 0.0 0.0 0.0 0.2990
H -2.330409 -0.302012 -7.508427 0.0 0.0 0.0 0.3139
H 1.580319 -0.947112 -5.262589 0.0 0.0 0.0 0.4818
H 1.758523 -0.842635 -2.817140 0.0 0.0 0.0 0.3386
Se -0.627452 -2.615614 -1.285194 0.0 -0.1 -0.1 -0.3220